Entry 1:
106
Properties=species:S:1:pos:R:3 method="wB97M-V/def2-TZVPD" e_lumo_ha="-0.41517 / -0.41567" total_charge=+3 fmax_ev_per_a=3.31 multiplicity=2 mol_weight_g_mol=934.088 homo_ev="-16.27 / -16.26"
Re 0.82026 -0.52705 0.86376
Cl 0.05696 -2.63815 0.74946
C 1.33996 -3.78035 0.67766
C 1.09006 -5.10615 0.38336
C 2.16846 -5.97945 0.27616
C 3.46746 -5.54305 0.47806
C 3.71526 -4.21365 0.79726
Cl 5.30716 -3.63775 1.05056
C 2.63836 -3.30905 0.88786
S 2.97806 -1.64895 1.20996
H 0.08376 -5.46255 0.23586
H 1.98506 -7.01215 0.02866
H 4.29576 -6.22655 0.38336
C -5.36224 -1.39075 1.18296
C -3.90024 -1.78835 0.94946
C -3.81344 -2.89615 -0.10884
C -3.07464 -0.60345 0.53246
C -2.06674 -0.10015 1.35856
C -1.35494 1.09525 1.06566
C -1.34794 2.05145 2.27326
C -2.73454 2.72705 2.20436
C -0.28084 3.12605 2.45366
C -1.45924 1.54955 -0.30284
C -2.61964 1.20415 -1.03144
C -3.39914 0.13575 -0.59754
C -3.09634 2.00285 -2.22214
C -3.93224 3.17845 -1.69494
C -3.95534 1.22575 -3.21944
C -0.43894 2.38295 -0.98924
C -0.61804 3.76575 -0.96414
C 0.12716 4.61505 -1.76394
C 1.03586 4.08235 -2.65864
C 1.28466 2.71955 -2.63784
C 0.60146 1.85115 -1.78684
P 1.22996 0.10615 -1.68184
C 0.34466 -0.93635 -3.04334
C 1.07556 -0.95475 -4.38054
C -1.00034 -0.27315 -3.28374
C 0.10466 -2.36885 -2.56784
C 3.14026 0.05475 -2.01894
C 3.69346 0.65105 -3.32174
C 3.85826 0.81205 -0.90394
C 3.51176 -1.43795 -1.98164
H -5.89954 -2.22125 1.63126
H -5.86904 -1.13615 0.25676
H -5.42704 -0.54225 1.85976
H -3.50134 -2.18175 1.89176
H -4.22544 -2.57095 -1.06014
H -4.38834 -3.75345 0.23096
H -2.78214 -3.21215 -0.25844
H -2.05234 -0.43995 2.38406
H -1.32644 1.42775 3.17326
H -2.76604 3.45085 1.39516
H -2.94254 3.24885 3.13586
H -3.53364 2.00805 2.04206
H -0.02144 3.62265 1.52426
H 0.61046 2.70855 2.91206
H -0.66884 3.87755 3.13896
H -4.27964 -0.11825 -1.16264
H -2.22844 2.41825 -2.74184
H -4.77484 2.81315 -1.11244
H -4.31924 3.74535 -2.53504
H -3.34954 3.85185 -1.07804
H -4.98114 1.14195 -2.86854
H -3.57264 0.23155 -3.41764
H -3.99114 1.76045 -4.16504
H -1.36954 4.18805 -0.31594
H -0.02294 5.68265 -1.69784
H 1.56086 4.72075 -3.35384
H 2.02076 2.32625 -3.31444
H 1.20446 0.04905 -4.77644
H 0.43686 -1.48645 -5.08684
H 2.02546 -1.47625 -4.35244
H -0.87884 0.71805 -3.70964
H -1.56364 -0.20015 -2.36234
H -1.56814 -0.87085 -3.99134
H 1.01536 -2.87965 -2.26104
H -0.31474 -2.93865 -3.39564
H -0.62554 -2.39305 -1.75964
H 3.83596 1.72545 -3.25434
H 3.11916 0.42175 -4.20894
H 4.68746 0.22665 -3.46264
H 3.58366 1.86305 -0.92494
H 4.93116 0.74405 -1.07004
H 3.64516 0.40005 0.07786
H 4.47226 -1.56345 -1.48794
H 3.61556 -1.85295 -2.98074
H 2.77756 -2.03935 -1.44744
N 2.13666 2.32455 1.05776
C 1.61286 1.28505 1.02086
H 2.60756 3.19295 1.20796
N 0.12286 -1.20145 5.20456
C -0.17664 -1.30765 3.90586
N 0.72056 -0.71985 3.13106
C 1.68866 -0.22315 3.98206
C 2.89716 0.41925 3.72506
C 3.69186 0.74085 4.80476
C 3.30626 0.45105 6.11656
C 2.11056 -0.18145 6.39246
C 1.31326 -0.52195 5.30766
H -0.42704 -1.55685 5.97466
H -1.03584 -1.85705 3.56566
H 3.21186 0.63215 2.71786
H 4.63916 1.22465 4.63736
H 3.96906 0.71615 6.92486
H 1.81356 -0.41525 7.40226

=====

Entry 2:
72
Properties=species:S:1:pos:R:3 method="wB97M-V/def2-TZVPD" e_lumo_ha="-0.10276 / -0.11941" total_charge=+1 fmax_ev_per_a=0.60 multiplicity=2 mol_weight_g_mol=862.878 homo_ev="-10.38 / -10.38" relative_energy_kj_mol=868.3
Fe -0.28139 -0.54649 0.37326
Cl 2.23104 -1.92853 -1.89125
C 2.39721 -0.15066 -1.20838
C 1.60745 0.22095 -0.11635
C 2.06041 1.40676 0.48472
Cl 1.35377 1.98292 1.96999
C 3.09506 2.19857 -0.02645
Cl 3.55926 3.65832 0.74755
C 3.75644 1.81375 -1.18842
Cl 4.99170 2.78938 -1.86210
C 3.41718 0.59692 -1.76905
Cl 4.27509 0.06195 -3.16136
C 1.29362 -1.13051 4.68328
N -0.13389 -1.35388 4.46876
C -0.98477 -1.73100 5.58985
C -0.62179 -1.18298 3.22490
N 0.08974 -0.75519 2.23611
N -1.95901 -1.49550 3.05809
C -2.69167 -1.39642 1.89815
N -4.01092 -1.68625 2.06228
N -2.15306 -1.11709 0.76648
H 1.53874 -1.40169 5.70469
H 1.56001 -0.08179 4.53241
H 1.88377 -1.75813 4.01155
H -0.39554 -1.68797 6.49955
H -1.36354 -2.75268 5.49287
H -1.81627 -1.03375 5.71559
H 1.02940 -0.49371 2.49489
H -2.43452 -1.89196 3.84932
H -4.43763 -1.54174 2.96245
H -4.62319 -1.53535 1.27795
H -2.82876 -1.03042 0.01649
Cl -1.81531 1.97878 2.63807
C -1.68912 2.18639 0.92212
C -1.11274 1.19662 0.14533
C -1.24046 1.33438 -1.21464
Cl -0.74793 -0.12907 -2.05873
C -1.77299 2.42951 -1.86812
Cl -1.85234 2.48436 -3.57584
C -2.24218 3.46747 -1.06337
Cl -2.87675 4.88066 -1.79249
C -2.22272 3.33415 0.33138
Cl -2.87174 4.58638 1.30665
C 4.14685 -2.27778 -0.25914
N 3.67799 -2.63491 -1.59206
C 1.82341 -2.22030 -3.42399
P 0.82753 -3.66663 1.21058
O 0.10578 -2.57595 0.10198
N -0.65051 -4.28139 1.73201
C -0.73388 -4.76850 3.09338
C -1.76124 -4.69018 0.89154
N 1.57015 -4.60237 0.04610
C 0.96824 -5.15647 -1.15854
C 2.82415 -5.25083 0.41159
H 4.99526 -2.94090 -0.08884
H 3.42214 -2.44356 0.55136
H 4.52067 -1.24926 -0.17563
H 0.76119 -2.35952 -3.53830
H 0.69518 -2.41221 -0.65245
H 2.47608 -1.82923 -4.18407
H 0.11982 -4.41077 3.67168
H -0.74492 -5.86206 3.14292
H -1.65542 -4.41181 3.57064
H -1.61728 -4.34705 -0.12928
H -2.70324 -4.26827 1.25981
H -1.86633 -5.77990 0.88124
H 0.10742 -4.56876 -1.47625
H 0.64076 -6.19034 -1.00968
H 1.70345 -5.12820 -1.96571
H 2.68328 -6.31583 0.62065
H 3.24502 -4.77836 1.29924
H 3.53622 -5.14391 -0.40901

=====

Entry 3:
48
Properties=species:S:1:pos:R:3 method="wB97M-V/def2-TZVPD" e_lumo_ha=-0.10235 total_charge=+1 fmax_ev_per_a=8.33 mol_weight_g_mol=270.296 homo_ev=-13.20 relative_energy_kj_mol=376.6
C -0.57225 0.86327 -2.45271
O -0.11165 -0.40440 -2.47547
C -0.83054 1.27041 -1.03722
C -1.84509 2.34227 -0.79506
C -1.99052 2.68777 0.71297
N -1.27818 -0.03070 -0.30040
H 0.24034 1.52578 -2.88591
H -1.44781 0.94807 -3.18683
H 0.91251 -0.45637 -2.16940
H 0.22427 1.61168 -0.60228
H -1.52597 3.32947 -1.32750
H -2.86646 2.25216 -1.11616
H -2.64050 3.52565 0.68375
H -2.40213 1.85761 1.39940
H -1.04945 2.99375 1.30138
H -1.80603 -0.69521 -1.00974
H -1.92033 0.20770 0.53412
H -0.37680 -0.44121 -0.06152
H 2.66896 0.79353 -1.08871
H 2.30117 -0.44191 -0.27277
O 2.15383 -0.02723 -1.12266
H 1.78903 -3.58147 -1.48947
H 0.47729 -2.90197 -2.01574
O 1.20919 -2.74144 -1.47544
H 4.88868 -0.72846 0.86675
H 3.64623 0.30318 1.06954
O 4.04017 -0.53069 1.30468
H 0.53752 -0.24252 3.25764
H 1.13643 -1.36344 2.17622
O 0.35501 -0.65038 2.34083
H 2.81308 1.68756 2.27214
H 1.81986 0.97252 1.50781
O 2.54640 1.58443 1.43673
H -3.72237 -2.60556 -1.49377
H -2.31386 -3.03878 -1.99435
O -2.89268 -2.21875 -1.88645
H -3.68185 -1.33138 0.45448
H -3.82695 -1.21186 1.92425
O -4.09984 -0.79529 1.09294
H -1.85118 -2.50332 2.75564
H -1.19092 -1.34543 2.56708
O -2.07227 -1.68734 2.61949
H 1.56480 -2.62479 0.20984
H 2.59859 -2.01925 1.22649
O 1.72813 -2.58981 1.17421
H 3.24833 3.08856 -1.55051
H 2.77591 2.72938 -0.05695
O 2.63991 2.63419 -1.02137

=====

Entry 4:
46
Properties=species:S:1:pos:R:3 method="wB97M-V/def2-TZVPD" e_lumo_ha=0.01325 total_charge=-1 fmax_ev_per_a=3.63 mol_weight_g_mol=605.721 homo_ev=-4.46 relative_energy_kj_mol=193.4
Ba -1.18915 -0.55505 0.05658
C 2.82382 -0.26835 -4.28818
C 2.08169 0.66214 -3.57469
C 1.56538 0.33794 -2.33785
C 1.82033 -0.92067 -1.77593
C 2.59206 -1.84821 -2.49741
C 3.07213 -1.52280 -3.74871
N 1.26761 -1.19305 -0.54673
N 1.82377 -2.11888 0.13076
C 1.26041 -2.55244 1.28616
C 2.11175 -3.19415 2.20800
C 1.56533 -3.79951 3.31427
C 0.18349 -3.75869 3.48541
C -0.57379 -3.06437 2.55615
N -0.06667 -2.47580 1.48778
H 3.20306 -0.01849 -5.26771
H 1.89122 1.63817 -3.99570
H 0.96771 1.04918 -1.78921
H 2.77001 -2.82206 -2.06493
H 3.63578 -2.25138 -4.31595
H 3.17471 -3.18881 2.02432
H 2.19487 -4.30701 4.03237
H -0.28877 -4.25205 4.32048
H -1.64834 -2.98519 2.67438
O -4.09164 4.98850 -0.25163
C -3.48274 4.00006 0.11239
C -2.02159 3.73936 0.04289
O -1.10020 4.55614 0.22761
C -1.88486 2.30037 -0.07703
C -3.06250 1.69202 0.46914
O -3.14077 0.47840 0.76163
C -4.05426 2.74898 0.72974
O -5.08365 2.67872 1.38485
O -0.87817 1.65861 -0.48354
F -2.54781 -0.68178 -3.15379
C -1.94174 -1.59387 -2.31482
F -0.92422 -2.09948 -3.12384
F -2.84551 -2.64655 -2.31456
N -0.71461 3.05070 2.85291
C 0.25516 2.32655 2.25763
N 0.95332 2.93122 1.28755
S 0.65718 0.81664 2.83697
H -1.05398 3.87329 2.37585
H -1.35057 2.57175 3.46904
H 0.47361 3.66945 0.76006
H 1.60112 2.35047 0.77727

=====

Entry 5:
36
Properties=species:S:1:pos:R:3 method="wB97M-V/def2-TZVPD" e_lumo_ha=-0.20863 total_charge=+1 fmax_ev_per_a=9.25 mol_weight_g_mol=273.740 homo_ev=-12.66 smiles="COCCCc1cc(CCCC(=O)O)c(Cl)[nH+]n1"
C -1.77419 3.05224 -1.56116
O -2.57102 3.28557 -0.34143
C -2.08026 2.43643 0.78555
C -3.34062 1.55374 1.35354
C -2.94085 0.04455 1.88024
C -2.12883 -0.79400 0.68249
C -0.50474 -1.03501 1.00572
C 0.29805 -1.84262 -0.22030
C 1.90826 -2.12432 -0.09714
C 2.64200 -1.02751 -1.12417
C 3.74952 -0.07812 -0.37537
C 4.81810 -0.90916 0.56015
O 5.40312 -2.01428 0.05255
O 5.06906 -0.38726 1.93343
C -0.64345 -2.28107 -1.53160
Cl 0.11329 -3.17268 -3.00415
N -2.10436 -1.89885 -1.49240
N -2.83829 -1.25871 -0.54005
H -2.03618 3.77983 -2.44029
H -1.94644 1.95231 -1.97633
H -0.63037 3.22784 -1.29579
H -1.67296 3.11934 1.67188
H -1.17028 1.81024 0.39559
H -3.81036 2.14063 2.27456
H -4.18500 1.42760 0.54442
H -2.24749 0.06563 2.85141
H -3.93227 -0.53111 2.14779
H 0.00801 -0.67098 1.99444
H 2.20055 -3.23385 -0.37932
H 2.20899 -1.85293 1.02577
H 3.10694 -1.63392 -2.01173
H 1.80049 -0.31244 -1.57695
H 3.25287 0.82872 0.20686
H 4.39782 0.42542 -1.24190
H 4.22969 0.11019 2.20281
H -2.64879 -2.20149 -2.35911

=====

Entry 6:
20
Properties=species:S:1:pos:R:3 method="wB97M-V/def2-TZVPD" e_lumo_ha=-0.21868 total_charge=+1 fmax_ev_per_a=4.03 mol_weight_g_mol=110.180 homo_ev=-14.38 relative_energy_kj_mol=340.3
C -1.18101 -1.21417 0.14182
C 0.06677 0.81472 1.48563
C 0.13843 -0.60323 2.02138
C 0.48524 0.66311 0.02116
C -0.08334 -0.59694 -0.50187
C -0.26776 1.62170 -0.94086
C 0.43809 -1.18819 -1.76971
N -0.80642 -1.33804 1.33803
H -2.02479 -1.81253 -0.18782
H -0.94303 1.17951 1.45552
H 0.91536 1.47076 1.88473
H 1.23590 -0.91721 1.98866
H -0.22629 -0.57701 3.06886
H 1.62142 0.62144 -0.19206
H -0.38850 1.46334 -2.03287
H 0.23734 2.57689 -0.73543
H -1.24047 1.81364 -0.46906
H 1.26828 -1.93957 -1.82587
H 1.01401 -0.41428 -2.38012
H -0.25922 -1.62394 -2.37012

=====

Entry 7:
62
Properties=species:S:1:pos:R:3 method="wB97M-V/def2-TZVPD" e_lumo_ha=-0.00499 fmax_ev_per_a=0.69 mol_weight_g_mol=520.284 homo_ev=-9.18 smiles="COB(O)OC(=O)OO.Fc1ccccc1.Fc1ccccc1.Fc1ccccc1.Fc1ccccc1"
C -0.76012 4.79824 2.60347
O -1.56661 4.90375 1.43375
B -2.89538 5.13687 1.59976
O -3.51847 6.15344 0.91810
O -3.59883 4.24094 2.42786
C -4.86682 3.88091 2.12616
O -5.16660 2.84160 1.63455
O -5.80699 4.83642 2.42690
O -5.62638 5.23603 3.80170
H -1.28234 4.31088 3.42744
H 0.12794 4.22037 2.36471
H -0.43661 5.78371 2.94018
H -3.92577 6.81646 1.48268
H -5.02835 5.99562 3.73941
F 3.18308 2.95861 3.19785
C 2.73486 1.95149 2.41116
C 3.60083 1.37620 1.50398
C 3.13203 0.34111 0.70832
C 1.81882 -0.09500 0.82631
C 0.96981 0.50071 1.74654
C 1.43046 1.53210 2.55045
H 4.61790 1.73604 1.42623
H 3.79405 -0.12618 -0.00825
H 1.46011 -0.90061 0.19934
H -0.05368 0.16456 1.84087
H 0.78766 2.00260 3.28256
F 2.04955 -0.79501 4.25068
C 2.36031 -0.80071 5.56102
C 1.84317 -1.79261 6.36932
C 2.17084 -1.78728 7.71718
C 2.99717 -0.79913 8.23426
C 3.50114 0.18841 7.39919
C 3.18597 0.19255 6.04834
H 1.19793 -2.54981 5.94505
H 1.77889 -2.55952 8.36505
H 3.24778 -0.79928 9.28625
H 4.14299 0.96141 7.79949
H 3.57045 0.94964 5.37732
F 3.04904 -1.57552 -2.72951
C 1.78461 -2.00418 -2.93358
C 1.57403 -3.32654 -3.26710
C 0.27230 -3.76004 -3.46995
C -0.78860 -2.87415 -3.34064
C -0.54954 -1.54880 -3.00556
C 0.74794 -1.10429 -2.79773
H 2.41658 -3.99721 -3.36689
H 0.08728 -4.79199 -3.73124
H -1.80189 -3.21703 -3.50024
H -1.37393 -0.85596 -2.90511
H 0.95843 -0.07743 -2.52951
F -0.28481 -4.87151 -6.37577
C -1.04366 -4.17862 -7.24974
C -2.30902 -3.78403 -6.86649
C -3.08261 -3.06829 -7.76807
C -2.58812 -2.76379 -9.02852
C -1.31257 -3.17491 -9.38896
C -0.52663 -3.88714 -8.49505
H -2.67550 -4.03669 -5.88105
H -4.07520 -2.74711 -7.48309
H -3.19605 -2.20682 -9.72817
H -0.92513 -2.94124 -10.37122
H 0.47224 -4.21226 -8.75203

=====

Entry 8:
49
Properties=species:S:1:pos:R:3 method="wB97M-V/def2-TZVPD" e_lumo_ha=-0.14818 total_charge=+1 fmax_ev_per_a=2.73 mol_weight_g_mol=299.410 homo_ev=-11.67
C -0.85002 0.41464 2.66208
C -1.52035 0.84791 1.55114
C -1.72086 -0.17283 0.38639
C -3.09583 0.16357 -0.31535
C -2.72884 0.34998 -1.77664
N -1.25364 0.32089 -1.83708
F -0.56237 0.57528 -2.95088
C -0.73689 0.02573 -0.71605
C 0.73387 -0.12815 -0.51776
C 0.95808 -1.58896 -0.03360
C 0.67715 -2.64896 -1.10775
C -0.67298 -3.39685 -0.98733
N -1.20708 -3.52449 0.37508
C -0.46891 -4.45530 1.18842
C 0.53553 -3.97092 2.21675
O -0.65707 -5.61291 1.09066
H 0.23166 0.27128 2.66020
H -1.38194 0.20633 3.58863
H -1.92206 1.84695 1.42185
H -1.73757 -1.12748 0.88730
H -3.69303 -0.74513 -0.27083
H -3.67863 0.93618 0.17213
H -3.21581 1.10149 -2.39270
H -3.02064 -0.57034 -2.29493
H 1.10840 0.55544 0.24100
H 1.22962 -0.00966 -1.47842
H 0.40374 -1.72074 0.89065
H 2.01561 -1.65040 0.22324
H 1.50286 -3.34597 -1.20932
H 0.64812 -2.11948 -2.06543
H -0.53602 -4.38806 -1.43340
H -1.43516 -2.91046 -1.60093
H -2.16947 -3.84158 0.33335
H 1.52759 -3.83838 1.78915
H 0.53587 -4.66431 3.04779
H 0.22681 -2.99702 2.60528
C 1.24168 4.50166 -0.89425
C 2.58688 3.86356 -1.21771
C 3.22493 3.76834 0.15987
O 2.15039 3.59943 1.09580
C 0.90889 3.86019 0.44446
H 0.47801 4.32696 -1.65202
H 1.36004 5.58002 -0.77290
H 2.43440 2.86160 -1.63100
H 3.18608 4.43409 -1.92478
H 3.75753 4.68829 0.41634
H 3.91841 2.93153 0.24768
H 0.39149 2.89761 0.30900
H 0.29155 4.49942 1.07682